ORCA calculation (the ωB97M-V functional and the def2-TZVPD basis) on a molecular structure, C30H43F5P2PtS.

ORCA input file:
```
! RIJCOSX wB97M-V def2-TZVPD def2/J DEFGRID3
* xyz 2 5
Pt -0.94614 -0.17327 0.99617
C -2.19010 0.93692 2.68134
C -2.80526 -0.21989 2.04178
C -1.25591 -0.95061 3.65158
C -1.35257 0.44675 3.75245
C -2.10745 -1.39565 2.55740
C -2.59562 2.34427 2.46471
H -3.14826 2.44164 1.52294
H -1.72102 3.01221 2.43219
H -3.23909 2.68200 3.29098
C -0.72720 1.29693 4.78642
H -0.70605 2.34428 4.46552
H 0.30332 0.97724 4.96879
H -1.26953 1.25090 5.74143
C -0.45995 -1.85571 4.50770
H -0.89388 -1.98298 5.50928
H 0.55483 -1.45912 4.63974
H -0.36848 -2.84284 4.04135
C -2.53762 -2.78958 2.30060
H -3.22887 -3.11131 3.09436
H -1.69494 -3.49341 2.29870
H -3.06520 -2.85834 1.34287
C -4.00655 -0.23711 1.17335
H -4.89770 -0.39313 1.78729
H -3.94181 -1.04965 0.44339
H -4.10865 0.70887 0.63457
C 0.84466 2.81962 -4.61533
C -0.45508 3.15023 -4.61418
C -1.45226 2.73305 -5.65465
C -1.26293 1.32991 -6.29773
C -1.00240 0.21318 -5.32808
C 0.19710 -0.17673 -4.87793
C 1.51859 0.42135 -5.25259
C 1.52739 1.93258 -5.62030
H -1.48566 3.46563 -6.48364
H -0.52453 1.37860 -7.11164
H -2.45147 2.75551 -5.19619
H 1.17784 2.07652 -6.65339
H 1.52891 3.25146 -3.87143
H -0.83279 3.87001 -3.87880
H 2.58796 2.23309 -5.60507
H 2.21267 0.28221 -4.40855
H 0.26055 -1.06426 -4.23582
H 1.96341 -0.13148 -6.10050
H -2.23162 1.08755 -6.76542
H -1.90919 -0.33188 -5.02784
P -0.19184 1.25508 -0.51488
P 0.19327 -1.77534 -0.05516
C 0.80699 0.34156 -1.76727
C 1.35621 -0.99402 -1.23097
H 1.61897 1.01075 -2.09593
H 0.14717 0.18268 -2.62960
H 1.52895 -1.72107 -2.03713
H 2.31515 -0.86013 -0.70759
C 1.01300 -3.04279 0.91458
H 0.28581 -3.47455 1.61298
H 1.84628 -2.61820 1.48410
H 1.39156 -3.83967 0.25902
C -1.08217 -2.65570 -1.00491
H -0.61011 -3.17582 -1.84397
H -1.84249 -1.95170 -1.36769
H -1.56813 -3.38049 -0.33745
C 0.82441 2.64605 -0.00367
H 0.29611 3.15058 0.81451
H 0.94073 3.34578 -0.84391
H 1.80480 2.31447 0.36431
C -1.68525 1.97681 -1.24476
H -2.45808 1.20325 -1.34115
H -1.47411 2.43094 -2.21777
H -2.05590 2.73327 -0.53957
F 5.74785 -3.34094 5.12830
C 4.97543 -2.40763 4.53219
C 4.90151 -2.34722 3.13955
F 5.61388 -3.21668 2.39629
C 4.02964 -1.44794 2.54056
F 4.01137 -1.35396 1.18832
C 3.16150 -0.60560 3.27323
S 1.98347 0.35850 2.52442
C 3.33164 -0.66096 4.68193
F 2.62311 0.20175 5.45152
C 4.19175 -1.55437 5.30005
F 4.22613 -1.65223 6.64971
*
```

**Energy above the lowest of the compared OMol25 structures with the same formula, charge and spin**: 0.000 eV
**E_HOMO (alpha / beta)**: -11.64 / -13.37 eV